[1]
The following is a quantum chemistry calculation of a structure of composition C22H33N11O2PbS2, from the OMol25 dataset.

Values from the calculation:
HOMO energy = -6.34 eV
Relative energy (zero: lowest compared OMol25 entry of this formula, charge and spin) = 1.10 kcal/mol

Structure (ORCA input):
```
! wB97M-V def2-TZVPD RIJCOSX def2/J DEFGRID3
* xyz 0 1
Pb 0.74444 -0.43675 -0.63484
C 3.04072 -0.10011 3.75158
C 2.20568 -0.81612 2.72816
N 2.62952 -1.19929 1.59066
N 3.94081 -0.99896 1.28418
C 4.42709 -1.27370 0.03549
N 5.76620 -1.21342 -0.04258
S 3.50490 -1.64472 -1.31129
C 0.75797 -1.08432 3.02086
C 0.27388 -1.08139 4.31871
C -1.07987 -1.31639 4.52881
C -1.90153 -1.53837 3.44184
C -1.32889 -1.52880 2.17318
N -0.03359 -1.31060 1.97398
H 3.49933 -0.79675 4.45977
H 3.83398 0.47838 3.27436
H 2.42597 0.60514 4.30851
H 4.58365 -0.70295 1.99785
H 6.34520 -0.91683 0.72408
H 6.16821 -1.27005 -0.96199
H 0.93979 -0.91075 5.15563
H -1.48158 -1.31998 5.53564
H -2.96434 -1.71188 3.55958
H -1.93543 -1.68133 1.28359
N 3.87321 2.29646 -1.19575
N 3.89309 3.30349 -0.20313
C 3.05796 3.34050 0.82661
N 3.18152 4.37127 1.69007
N 2.20024 2.31555 0.86051
N 1.16414 2.30820 1.72879
O 1.17161 2.88801 2.82832
O 0.22988 1.60141 1.38662
H 3.54531 2.74824 -2.04437
H 3.11727 1.66452 -0.94065
H 4.62841 3.97861 -0.27733
H 3.55138 5.24321 1.35351
H 2.50906 4.38397 2.43669
S 1.34190 4.27845 -2.33788
C 1.18691 2.68477 -2.07723
N 1.17722 1.52908 -1.87016
C -3.37414 2.21637 1.00943
C -3.49477 1.09995 -0.00157
C -4.74206 0.70816 -0.48755
C -4.81547 -0.28853 -1.45132
C -6.15434 -0.71790 -2.00617
C -3.65731 -0.90585 -1.92382
C -2.37042 -0.55008 -1.45945
C -2.35616 0.48489 -0.48278
N -1.17088 -1.11187 -1.82723
C -1.03433 -2.04464 -2.94853
C -1.52050 -1.43743 -4.27648
C -1.69637 -3.40875 -2.68011
C 0.46117 -2.31819 -3.11822
H -4.29951 2.33448 1.57606
H -3.16569 3.16502 0.50786
H -2.55520 2.03152 1.70901
H -5.64620 1.18299 -0.11737
H -6.97260 -0.19821 -1.50455
H -6.30458 -1.79256 -1.88180
H -6.21887 -0.49823 -3.07454
H -3.78247 -1.68092 -2.66513
H -1.40263 0.84321 -0.09964
H -2.59860 -1.29105 -4.30488
H -1.24182 -2.08406 -5.11403
H -1.04715 -0.46165 -4.41360
H -2.78257 -3.35261 -2.63031
H -1.33790 -3.79973 -1.72373
H -1.43159 -4.12248 -3.46804
H 1.00901 -1.37993 -3.29803
H 0.64070 -2.97152 -3.97357
H 0.87201 -2.81618 -2.23031
*
```

=====

[2]
The following is a quantum chemistry calculation of a cluster of 2 separate species, CH4Cl2P2S in total, from the OMol25 dataset.

Values from the calculation:
HOMO energy = -9.00 eV
SMILES = S=PCl.CPCl
Relative energy (zero: lowest compared OMol25 entry of this formula, charge and spin) = 1.66 kcal/mol

Structure (ORCA input):
```
! wB97M-V def2-TZVPD RIJCOSX def2/J DEFGRID3
* xyz 0 1
S 0.62089 0.55117 3.91952
P 0.06869 1.26864 2.22433
Cl -1.93078 0.86846 1.95669
C 0.02598 0.18223 -1.64226
P 0.56682 -0.64116 -0.02213
Cl 1.72551 -2.11914 -0.68268
H -0.01061 1.28314 -1.54804
H 0.63926 -0.14877 -2.46151
H -1.05915 -0.05738 -1.80237
H -0.64661 -1.18719 0.05847
*
```

=====

[3]
The following is a quantum chemistry calculation of a cluster of 3 separate species, C26H52BN3O8 in total, from the OMol25 dataset.

Values from the calculation:
HOMO energy (alpha / beta) = -9.12 / -9.75 eV
⟨S²⟩ = 2.0089

Structure (ORCA input):
```
! wB97M-V def2-TZVPD RIJCOSX def2/J DEFGRID3
* xyz 0 3
C 0.51030 1.62797 -1.83112
C 0.73585 1.33370 -3.38622
O 0.61793 2.29889 -4.19510
O 1.02701 0.06332 -3.95957
C 1.88920 -0.73558 -3.10323
C 3.34926 -0.06486 -2.97210
C 4.45853 -1.19452 -3.27718
C 5.26554 -0.94768 -4.67788
C 6.82097 -0.91175 -4.29151
O 7.71908 -0.61871 -5.39644
C 7.56384 0.70807 -5.87638
O 7.53637 0.86241 -7.12742
O 7.47257 1.87120 -5.06306
B 8.65815 2.09008 -4.26023
N 9.77152 1.11939 -4.02187
O 8.75463 3.37745 -3.57191
H -0.45271 2.25595 -1.71025
H 1.39441 2.23493 -1.42464
H 0.34868 0.66096 -1.22071
H 1.97254 -1.77518 -3.60064
H 1.45887 -0.91673 -2.06130
H 3.50850 0.83994 -3.66337
H 3.52913 0.28493 -1.89188
H 5.23555 -1.14235 -2.41834
H 4.04783 -2.26002 -3.28114
H 4.89797 0.01095 -5.19125
H 5.06015 -1.83145 -5.38248
H 6.94289 -0.12137 -3.45169
H 7.12016 -1.91603 -3.81699
H 10.12546 0.68714 -4.88733
H 9.37042 0.36271 -3.43494
H 8.01229 3.33638 -2.92180
C -5.36564 4.46256 -0.82934
C -4.91296 2.99101 -1.01241
C -6.13039 2.06154 -0.81919
C -6.57331 1.95916 0.63797
C -5.40826 1.56786 1.54051
C -4.15120 2.44667 1.35709
N -3.79280 2.66323 -0.07673
O -3.20290 1.52048 -0.52554
C -4.35162 3.81513 2.04895
C -2.99419 1.79962 2.16644
C -4.46111 2.93558 -2.49543
H -5.86054 4.83881 -1.72991
H -6.09084 4.60090 -0.02660
H -4.51008 5.12106 -0.64344
H -5.89578 1.05448 -1.18545
H -6.97224 2.41407 -1.42509
H -7.01397 2.90180 0.97535
H -7.36594 1.20887 0.72379
H -5.73913 1.60301 2.58459
H -5.15932 0.51927 1.33764
H -3.51333 4.48640 1.83695
H -4.40424 3.69945 3.13641
H -5.27316 4.31920 1.76688
H -2.81594 0.75855 1.88433
H -3.22282 1.79109 3.23664
H -2.06061 2.35541 2.03501
H -3.61815 3.61056 -2.67378
H -5.27522 3.23773 -3.16027
H -4.16647 1.93215 -2.81445
C -0.05319 -3.86493 5.72246
C -0.22906 -2.54312 4.93138
C -1.73581 -2.24617 4.77515
C -2.42335 -3.17426 3.77730
C -1.69962 -3.17175 2.43505
C -0.17999 -3.42779 2.54207
N 0.47529 -2.61872 3.61378
O 0.60450 -1.34659 3.14329
C 0.09212 -4.92923 2.79327
C 0.44528 -3.17769 1.14216
C 0.40495 -1.47901 5.86505
H -0.18503 -3.70324 6.79676
H -0.78074 -4.63324 5.45843
H 0.95302 -4.27699 5.58858
H -1.88251 -1.20951 4.44736
H -2.23872 -2.32953 5.74489
H -2.48310 -4.19203 4.17380
H -3.45790 -2.84703 3.63156
H -2.15936 -3.92138 1.78127
H -1.87830 -2.20201 1.95510
H 1.15638 -5.10784 2.97703
H -0.18901 -5.52877 1.92135
H -0.47292 -5.34500 3.62437
H 0.21913 -2.18091 0.75422
H 0.05283 -3.88822 0.40819
H 1.53291 -3.29781 1.16782
H 1.46895 -1.68086 6.02346
H -0.08326 -1.48176 6.84377
H 0.30576 -0.46041 5.48016
*
```

=====

Values of energy, in order: -2600.0434 -2041.8009 -1812.7832, all in Ha.
Values of largest force on an atom, in order: 0.017 0.050 0.105, all in Eh/bohr.